--- P ---
Molecular formula: C5H5ClO2
Method: DFT, ωB97M-V with the def2-TZVPD basis set

ORCA input file:
```
! wB97M-V def2-TZVPD RIJCOSX def2/J DEFGRID3
* xyz 0 1
C -2.3678 0.3434 0.9562
C -1.4863 0.5594 1.8628
C -2.3798 -0.4914 -0.3349
C 0.0702 -1.1647 -0.3854
C 1.2725 -0.2719 -0.8289
O -3.3576 -0.6945 -0.9555
O -1.1331 -1.1272 -0.8074
Cl 0.4825 -2.6584 0.5448
H -3.4631 0.6450 1.1277
H -0.4118 0.2442 2.0569
H 2.1342 -0.9119 -0.6271
H 1.2570 0.6524 -0.1366
H 1.0954 -0.1028 -1.8192
*
```

## Properties
HOMO-LUMO gap (spin up / spin down) in eV: 9.87 / 6.41

--- Q ---
Molecular formula: C5H5ClO2
Method: DFT, ωB97M-V with the def2-TZVPD basis set

ORCA input file:
```
! wB97M-V def2-TZVPD RIJCOSX def2/J DEFGRID3
* xyz 0 1
C -0.0897 1.3202 0.5347
C -1.1433 0.2459 0.5661
C -0.7481 -1.7289 -0.5300
C 0.4409 -1.9026 0.0459
C 0.1803 0.0127 1.2919
H -0.1601 2.2066 1.1434
H -1.9793 0.4281 1.1908
H -1.2798 -2.4621 -1.1049
H 1.0324 -2.7927 -0.1307
H 0.3116 0.1430 2.3642
O -1.3937 -0.5429 -0.5450
O 1.0509 -0.9810 0.8155
Cl 0.7634 1.5874 -1.0047
*
```

## Properties
SMILES: Cl[C@H]1[C@H]2OC=CO[C@@H]12
HOMO-LUMO gap in eV: 9.33

Need the numbers? Relative energies in kJ/mol: P 266.3; Q 0.0.

--- P ---
Molecular formula: C11H15N
Method: DFT, ωB97M-V with the def2-TZVPD basis set

ORCA input file:
```
! wB97M-V def2-TZVPD RIJCOSX def2/J DEFGRID3
* xyz 0 1
C -3.3494 0.9432 0.4655
C -4.0352 -0.1017 -0.0445
C -2.0168 0.5801 0.4372
C -1.9084 -0.6783 -0.1975
C -0.5333 -1.0304 -0.4455
C 0.2307 0.0001 0.0822
C -0.6610 1.2295 0.5474
C 2.2098 0.9776 0.9929
C 2.2396 0.1988 -1.3612
C 2.1680 -1.4948 0.4546
C 1.6787 -0.1025 0.0947
N -3.1695 -1.0599 -0.5386
H -3.7921 1.7706 0.8570
H -5.0510 -0.3859 -0.1252
H -0.4527 -1.8412 -1.0826
H -0.5610 1.9358 -0.2129
H -0.3911 1.6476 1.5372
H 3.2286 1.0063 0.7768
H 1.7534 1.9729 0.6986
H 2.0070 0.8308 2.0716
H 2.1310 1.2081 -1.7173
H 1.6030 -0.2647 -2.1633
H 3.3258 -0.0683 -1.4763
H 3.2422 -1.4853 0.3637
H 1.7745 -2.1518 -0.2884
H 1.6755 -1.8059 1.4293
H -3.3463 -1.8306 -1.1554
*
```

## Properties
SMILES: CC(C)(C)C1=Cc2[nH]ccc2C1
HOMO-LUMO gap in eV: 7.82

--- Q ---
Molecular formula: C11H15N
Method: DFT, ωB97M-V with the def2-TZVPD basis set

ORCA input file:
```
! wB97M-V def2-TZVPD RIJCOSX def2/J DEFGRID3
* xyz 0 1
C -2.0044 1.7247 0.3622
C -0.9222 -0.4617 -0.5515
C -1.7844 0.2444 0.3721
C -0.7350 -1.7703 -0.0696
C -2.1271 -0.6749 1.3084
C -0.5730 -0.1594 -1.8755
C -0.0061 -2.7244 -0.7774
C 0.1722 -1.0818 -2.5793
C 0.5616 -2.2751 -1.9564
N -1.5012 -1.8780 1.0726
H -0.9783 0.7345 -2.3222
H -1.0497 2.2502 0.3303
H -2.5222 2.0480 1.2644
H -2.8244 -0.5937 2.1297
H -1.8503 -2.7476 1.4320
H 0.0483 -3.7664 -0.4971
H 0.4319 -0.9397 -3.6088
H 1.1449 -2.9766 -2.5340
H -2.5674 2.0070 -0.5170
C 2.8830 2.1373 1.4041
C 1.9278 1.1512 0.7437
H 3.2786 1.6532 2.3093
H 3.7258 2.5055 0.8330
H 2.3259 2.9041 1.9454
H 1.2884 0.6100 1.4478
H 2.4887 0.4116 0.1744
H 1.1686 1.6677 0.1595
*
```

## Properties
SMILES: Cc1c[nH]c2ccccc12.CC
HOMO-LUMO gap in eV: 8.77

Need the numbers? Relative energies in kJ/mol: P 170.9; Q 0.0.

--- P ---
Molecular formula: C11H15N
Method: DFT, ωB97M-V with the def2-TZVPD basis set

ORCA input file:
```
! wB97M-V def2-TZVPD RIJCOSX def2/J DEFGRID3
* xyz 0 1
C 1.2110 -1.6332 1.2378
C -0.9957 -1.3643 -0.0373
C 0.2954 -2.0376 0.1629
C -1.4776 -1.8931 -1.2710
C 0.4900 -2.8844 -0.8615
C -1.7089 -0.3822 0.6190
C -2.9177 0.0271 0.0524
C -3.4064 -0.4880 -1.1386
C -2.6683 -1.4412 -1.8274
N -0.6269 -2.8528 -1.7313
H -1.3336 0.1345 1.4928
H -3.5291 0.7185 0.6209
H -4.3406 -0.0829 -1.4995
H 1.5126 -2.5179 1.8106
H 0.8737 -0.8312 1.8882
H 1.2708 -3.5927 -1.0673
H -0.7959 -3.4378 -2.5314
H -2.9105 -1.9428 -2.7606
H 2.1448 -1.2297 0.8164
C 2.8792 3.1318 1.1830
C 1.7919 3.8063 0.3507
H 3.8307 3.5130 0.8049
H 2.8635 3.4150 2.2417
H 2.9188 2.0451 1.1980
H 0.8769 3.2250 0.2363
H 2.0925 3.7779 -0.7072
H 1.6594 4.8174 0.7174
*
```

## Properties
SMILES: Cc1c[nH]c2ccccc12.CC
HOMO-LUMO gap in eV: 8.76

--- Q ---
Molecular formula: C11H15N
Method: DFT, ωB97M-V with the def2-TZVPD basis set

ORCA input file:
```
! wB97M-V def2-TZVPD RIJCOSX def2/J DEFGRID3
* xyz 0 1
C 1.2604 -2.9034 -0.4664
C 1.6638 -2.4465 0.9714
H 0.6056 -2.1951 -1.0025
H 2.1367 -2.7224 -1.0944
H 0.7386 -3.8512 -0.3746
H 1.8967 -1.3933 0.8872
H 2.4292 -3.1313 1.3091
H 0.7684 -2.3690 1.5980
C 2.0957 2.0912 -0.7640
C 0.2203 1.0604 -2.1067
C 0.7888 1.4281 -0.9130
C -1.1640 0.3674 -0.4654
C -0.0009 0.8790 0.1648
C -2.2490 -0.2359 0.2000
C 0.0112 0.8376 1.5562
C -2.1160 -0.3439 1.5779
C -0.9688 0.1376 2.2215
N -0.9352 0.3252 -1.8151
H 0.6781 1.0846 -3.0787
H -1.6654 0.1292 -2.4792
H 2.8146 1.7158 -1.5128
H 2.5313 1.9334 0.2348
H -2.9741 -0.6427 -0.4905
H 0.8882 1.0072 2.1668
H -2.8688 -0.9513 2.0725
H -1.0104 0.1190 3.3009
H 2.2386 3.1605 -0.9086
*
```

## Properties
SMILES: Cc1c[nH]c2ccccc12.CC
HOMO-LUMO gap in eV: 8.82

--- R ---
Molecular formula: C11H15N
Method: DFT, ωB97M-V with the def2-TZVPD basis set

ORCA input file:
```
! wB97M-V def2-TZVPD RIJCOSX def2/J DEFGRID3
* xyz 0 1
C -0.4861 4.4391 0.7291
C 0.8262 0.9616 0.2191
C -0.0359 1.8450 0.9011
C 0.2024 3.1720 0.3510
C 1.1599 3.0082 -0.5963
C 0.8536 -0.4025 0.4906
C 0.0050 -0.8686 1.4799
C -0.8606 -0.0050 2.1638
C -0.8839 1.3533 1.8824
N 1.5559 1.6958 -0.6867
H 1.5324 -1.0581 -0.0395
H 0.0020 -1.9194 1.7321
H 2.1872 1.3366 -1.3756
H -1.4968 -0.4230 2.9323
H 1.5387 3.8232 -1.1969
H -1.6125 1.9927 2.3628
H -1.5103 4.2142 1.0331
H -0.5619 5.0700 -0.1593
H -0.0281 5.0258 1.5211
C 0.1402 -3.5376 -1.5295
C -0.7300 -4.7503 -1.9217
H -0.1660 -3.1946 -0.5432
H 1.1880 -3.8284 -1.4951
H -0.0284 -2.7507 -2.2624
H -0.6430 -5.5286 -1.1598
H -1.7822 -4.4840 -1.9816
H -0.3660 -5.1868 -2.8508
*
```

## Properties
SMILES: Cc1c[nH]c2ccccc12.CC
HOMO-LUMO gap in eV: 8.72

Need the numbers? Relative energies in kJ/mol: P 46.7; Q 95.7; R 0.0.